1.
Computed, not measured: 5 unconnected molecules or ions with the total composition CH11NO6, with ωB97M-V/def2-TZVPD.

```
19
CH11NO6 | OMol25 | ωB97M-V/def2-TZVPD
O 1.3588 -0.7474 -2.3932
O -0.0240 2.7337 -0.4152
O 2.1817 0.5267 0.2967
O 0.3813 -1.0774 2.0516
O -0.0053 -2.7850 0.6383
O -2.1574 0.8430 -0.8568
N -1.6698 -1.3526 1.2191
C -0.4052 -1.8110 1.2353
H 1.3411 -1.3908 -1.6776
H -2.2189 -1.6627 0.4326
H 0.1476 1.7860 -0.3261
H -1.6785 1.6660 -0.6903
H -1.8988 -0.4945 1.6923
H 1.2605 -1.4655 2.1392
H 1.5303 -0.1761 0.3896
H 1.8920 1.2799 0.8195
H 1.8844 0.0050 -2.1061
H -2.6994 1.0394 -1.6347
H 0.7795 3.0832 -0.8142
```

Its HOMO energy is -10.7 eV. As for the electronic energy: -550.9290 a.u. The value obtained for the LUMO energy is 0.007 hartree. The maximum force is 0.9 eV/A. The calculation puts the gap between HOMO and LUMO at 10.911 eV.

***

2.
Computed, not measured: 5 unconnected molecules or ions with the total composition CH11O4S in a non-equilibrium geometry, with ωB97M-V/def2-TZVPD.

```
17
CH11O4S | OMol25 | ωB97M-V/def2-TZVPD
S 0.9017 -0.6840 -3.1491
O -0.0807 1.0479 2.6699
O -5.9908 -1.7024 4.3336
O 1.3893 1.9295 -0.9944
O 0.2547 -0.8356 0.1336
C 2.6940 -0.2138 -2.8980
H -5.8222 -0.8033 4.0326
H 0.0126 -0.4579 -0.7295
H 3.2050 -0.1121 -3.8881
H 2.7620 0.7192 -2.3616
H 0.8456 -1.5518 -0.1023
H -5.2187 -2.1988 4.0605
H 1.5289 2.7963 -1.3714
H 3.2669 -1.0327 -2.4660
H -0.0836 0.1825 2.2384
H -0.7411 1.5692 2.2193
H 1.0764 1.3478 -1.7273
```

Its HOMO energy is -3.0 eV. As for the electronic energy: -743.8763 a.u. The value obtained for the LUMO energy is 0.098 hartree. As for the charge: -1. The maximum force is 1.9 eV/A. The calculation puts the gap between HOMO and LUMO at 5.670 eV.

***

3.
Computed, not measured: 5 unconnected molecules or ions with the total composition CH11O5, with ωB97M-V/def2-TZVPD.

```
17
CH11O5 | OMol25 | ωB97M-V/def2-TZVPD
O -1.2084 -1.6925 1.5504
O 0.0797 -2.3301 -2.0070
O 0.2195 1.7676 3.8431
O 0.0901 1.9297 -3.2474
O -0.3405 -0.3497 -0.3810
C 0.7730 0.4325 -0.2513
H -0.7424 -1.0619 0.8634
H 0.5625 1.5072 -0.3758
H 1.2355 0.3971 0.7667
H -0.0932 -1.5772 -1.3493
H -0.0454 -3.1006 -1.4494
H -0.5082 1.9597 -2.4828
H 1.6184 0.0997 -0.8831
H 0.6346 1.1558 -3.0115
H 0.2462 1.4845 2.9235
H -2.1145 -1.7811 1.2427
H -0.4067 1.1594 4.2489
```

Its HOMO energy is -4.5 eV. As for the electronic energy: -420.9248 a.u. The value obtained for the LUMO energy is 0.139 hartree. As for the charge: -1. The maximum force is 0.9 eV/A. The calculation puts the gap between HOMO and LUMO at 8.268 eV.

***

4.
Computed, not measured: 4 unconnected molecules or ions with the total composition CH12NO3 in a non-equilibrium geometry, with ωB97M-V/def2-TZVPD.

```
17
CH12NO3 | OMol25 | ωB97M-V/def2-TZVPD
O 1.7595 0.6815 -1.7282
O -0.6986 -2.7747 0.9719
O 1.5524 0.2432 1.1020
N -1.1100 0.9852 0.9091
C -1.2350 0.8066 -0.6518
H -0.3463 0.2516 -1.1096
H -2.1193 0.2652 -0.7088
H -1.5452 -3.2547 1.0365
H -1.6601 1.6926 1.3175
H -0.0346 1.0779 1.0094
H 2.0104 1.0381 0.7712
H -1.1646 1.9355 -1.0700
H -1.3613 0.0834 1.2179
H 2.0769 -0.4426 0.7927
H 2.6085 0.7855 -2.1551
H 1.3802 -0.0780 -2.1605
H -0.1129 -3.2962 0.4558
```

Its HOMO energy (spin up / spin down) is -21.7 / -19.0 eV. As for the electronic energy: -324.9278 a.u. The value obtained for the LUMO energy (spin up / spin down) is -0.269 / -0.581 hartree. As for the charge: +2. The maximum force is 5.4 eV/A. The multiplicity is 2. The calculation puts the gap between HOMO and LUMO (spin up / spin down) at 14.393 / 3.236 eV.

***

5.
Computed, not measured: 5 unconnected molecules or ions with the total composition CH12NO4 in a non-equilibrium geometry, with ωB97M-V/def2-TZVPD.

```
18
CH12NO4 | OMol25 | ωB97M-V/def2-TZVPD
O 3.6757 1.2510 2.5351
O -2.5819 -1.1182 1.3589
O -1.3142 1.8489 -3.4323
O 0.2112 -1.8954 -1.4347
N -0.5610 0.4324 0.1039
C 0.5704 0.5696 0.6684
H -0.8841 1.0464 -3.7487
H 4.1892 0.8365 3.2090
H -0.5681 -2.4368 -1.4766
H -3.4490 -0.9727 1.7632
H -2.4748 -2.0347 1.6567
H 0.6450 0.9110 1.6966
H 1.4719 0.1567 0.2342
H -0.7519 -0.4409 -0.4190
H 0.9895 -2.3992 -1.2086
H -1.9873 2.3649 -3.8672
H -1.4127 0.6675 0.6066
H 4.2319 1.2129 1.7547
```

Its HOMO energy is -14.1 eV. As for the electronic energy: -400.7180 a.u. The value obtained for the LUMO energy is -0.183 hartree. As for the charge: +1. The maximum force is 2.4 eV/A. The calculation puts the gap between HOMO and LUMO at 9.150 eV.

***

6.
Computed, not measured: 5 unconnected molecules or ions with the total composition CH12O4S in a non-equilibrium geometry, with ωB97M-V/def2-TZVPD.

```
18
CH12O4S | OMol25 | ωB97M-V/def2-TZVPD
S 1.5100 0.8416 -2.7622
O 0.1812 -1.8834 0.6181
O 1.0694 -2.8827 3.5411
O -1.6804 4.7504 0.0691
O -2.1442 -2.0022 3.8767
C 0.0188 0.8003 -3.7433
H -0.1152 -0.1411 -4.2850
H 1.1480 -3.8302 3.6811
H -3.0836 -2.2323 3.8999
H 0.1501 -2.7540 3.2754
H -1.1790 4.5016 -0.7090
H 0.8999 -1.9629 1.2536
H 2.3041 1.6452 -3.4381
H 0.0227 1.4832 -4.5943
H -1.9441 -1.3798 4.5764
H -1.1814 4.2842 0.7664
H -1.0082 0.8819 -3.3266
H -0.0841 -2.8084 0.5363
```

Its HOMO energy is -9.0 eV. As for the electronic energy: -744.4025 a.u. The value obtained for the LUMO energy is 0.023 hartree. The maximum force is 2.6 eV/A. The calculation puts the gap between HOMO and LUMO at 9.581 eV.

***

So what do the calculations give for relative energy (zero: lowest compared OMol25 entry of this formula, charge and spin)? Going down the list: 11.14 23.44 16.35 32.02 38.61 25.20 kcal per mole.